Here is a molecular structure, HNO5S2 in a non-equilibrium geometry from OMol25. Energies are from the ωB97M-V functional and the def2-TZVPD basis.

```
9
Properties=species:S:1:pos:R:3:forces:R:3:lowdin_charge:R:1
N 1.8216 -0.4817 -0.3145 -1.57 1.39 1.04 -0.421
O 2.6426 0.3666 -0.4125 1.18 0.02 -0.47 0.112
O 1.8385 -1.6500 -0.2596 0.24 -1.22 -0.26 0.154
O 0.3654 1.3164 1.1330 0.19 -0.46 -0.15 -0.250
O -0.1704 1.0541 -1.2501 -0.59 0.95 -2.57 -0.226
O -1.0501 -0.7878 0.3854 3.29 0.73 -1.33 -0.739
S -2.4186 -0.1417 0.8878 -0.98 0.86 2.38 0.804
S 0.1809 0.5135 -0.0254 -1.44 -2.11 2.82 0.714
H -3.2099 -0.1895 -0.1442 -0.33 -0.16 -1.47 -0.148
```
Forces are in eV/Å.

Its multiplicity is 1. The energy relative to the best compared isomer or geometry (same formula, charge and spin) comes out at 130.7 kJ/mol. The value obtained for the molecular weight is 159.1 g/mol. For the lowest unoccupied orbital energy, the calculation gives -1.21 eV. The orbital gap comes out at 0.3182 Eh. As for the HOMO energy: -9.8665 eV. Its charge is 0.